Record 1
An isolated ion of composition C7H11N2 and charge +1, computed with ωB97M-V/def2-TZVPD.

Atoms and positions in Å:
C 0.272403 -0.544745 -0.046692
C -4.040046 0.627205 0.024528
C -3.264950 -0.734227 0.313465
C -2.701686 1.214482 -0.290042
C 4.002905 0.353489 0.062762
C 1.659130 -0.585184 -0.511395
C 2.478049 0.485144 0.291053
N -2.062872 0.017929 -0.066980
N -0.859621 -0.325074 0.007178
H -4.681197 0.634844 -0.870439
H -4.867143 0.740582 0.803976
H -3.168137 -1.056262 1.379171
H -3.514338 -1.512369 -0.390927
H 4.453954 -0.428952 0.601614
H 4.338385 1.155764 0.595210
H 4.256922 0.326659 -1.058420
H 1.462073 -0.445220 -1.616970
H 2.081528 -1.616691 -0.283499
H 2.116694 0.410098 1.360907
H 2.037941 1.282526 -0.304494

Cartesian forces, eV/Å:
-1.2 0.4 -0.5
-0.9 -2.9 0.9
-0.8 -0.2 0.6
1.4 2.1 0.1
-2.2 -0.6 -2.2
-0.1 -2.4 0.7
-0.9 -1.2 -1.3
-4.8 0.9 0.5
4.2 -0.6 -0.4
0.5 -0.2 -0.2
1.8 1.1 -0.5
-0.5 0.1 -0.9
0.2 -0.6 0.1
0.2 -1.7 0.3
1.6 2.7 0.6
-0.2 0.3 1.9
1.0 0.0 1.0
-0.7 1.0 -0.6
0.7 0.5 -1.2
0.7 1.4 1.2

The value obtained for the HOMO-LUMO gap is 8.135 eV. The value obtained for the total energy is -382.3309 a.u. The calculation puts the lowest unoccupied orbital energy at -4.61 eV. The net charge is +1.



Record 2
A 2-piece molecular cluster, C7H11N2 overall, computed with ωB97M-V/def2-TZVPD.

Atoms and positions in Å:
C -2.646168 0.656498 0.644404
C -1.317265 0.536528 0.911256
C -1.668561 -0.251066 -1.092834
C 1.321229 2.002790 -0.275233
C 1.603621 0.709274 -0.116938
C 0.960455 -1.707018 0.383472
C 0.658932 -0.380854 -0.244227
N -2.839498 0.160554 -0.608539
N -0.728901 -0.031840 -0.185046
H -3.439972 1.045893 1.250198
H -0.757256 0.813023 1.781968
H -1.494550 -0.675514 -2.063541
H 2.084741 2.752717 -0.188449
H 0.333046 2.363421 -0.512617
H 2.618152 0.398047 0.086156
H 1.960488 -2.035587 0.113089
H 0.912508 -1.627070 1.471334
H 0.250028 -2.467374 0.067031
H 0.912071 -0.819935 -2.146433
H -3.727639 0.107213 -1.091820

Cartesian forces, eV/Å:
0.4 0.2 0.7
-0.7 0.3 0.5
-0.1 -0.2 -0.5
0.0 -0.3 0.1
0.0 0.6 0.1
0.0 -0.1 0.1
1.0 -1.4 -3.5
0.2 -0.2 -0.3
-0.7 0.2 -0.3
-0.1 0.1 0.0
0.1 0.0 0.1
0.1 -0.1 -0.1
0.2 0.1 0.0
-0.2 0.0 0.0
0.1 0.0 0.0
0.0 0.1 0.0
0.0 0.0 0.1
0.0 0.0 0.0
-0.6 0.6 3.0
0.2 0.0 0.0

The value obtained for the HOMO-LUMO gap (alpha / beta) is 8.455 / 8.287 eV. The value obtained for the total energy is -382.4784 a.u. The calculation puts the lowest unoccupied orbital energy (alpha / beta) at -4.43 / -4.32 eV. The net charge is +1.



Record 3
A 2-piece molecular cluster, C7H11N2 overall, computed with ωB97M-V/def2-TZVPD.

Atoms and positions in Å:
C 1.861221 -0.630710 -0.296278
C 0.014783 -2.286772 0.530004
C -3.667146 0.433713 0.701525
C 0.901642 -1.387181 0.224803
C 1.017786 1.616487 0.546044
C 1.296190 0.102446 -1.545792
C 1.788990 0.947227 -0.466583
N -2.663423 0.189681 0.002527
N -1.923374 -0.270414 -0.730724
H -0.225632 -3.139712 -0.090203
H -0.456323 -2.400400 1.494773
H -4.284453 1.328285 0.692754
H -3.799533 -0.398069 1.417139
H 0.045650 1.193644 0.618283
H 0.695970 2.690290 0.345617
H 1.457973 1.489517 1.520967
H 0.311946 -0.070248 -1.565111
H 1.975162 0.125627 -2.514577
H 2.748106 1.494833 -0.582363
H 2.904464 -1.028244 -0.302805

Cartesian forces, eV/Å:
3.2 -0.7 0.1
1.1 0.6 0.4
-1.7 -0.3 2.8
-1.6 -2.3 0.5
-2.6 2.0 1.0
4.8 2.5 -2.0
0.8 0.6 -1.5
0.7 -1.0 -2.8
0.7 0.7 0.3
0.1 0.2 -0.7
0.1 0.5 0.4
0.5 -0.2 -0.2
-0.4 0.9 -0.2
-1.0 -0.8 0.2
1.3 -1.1 0.1
0.4 0.5 0.3
-3.6 -0.4 -0.8
-1.7 -0.6 2.2
-0.2 -1.4 -0.3
-1.0 0.3 0.2

The value obtained for the HOMO-LUMO gap is 6.350 eV. The value obtained for the total energy is -382.3564 a.u. The calculation puts the lowest unoccupied orbital energy at -5.54 eV. The net charge is +1.



Record 4
An isolated ion of composition C7H11N2 and charge +1, computed with ωB97M-V/def2-TZVPD.

Atoms and positions in Å:
C -1.804931 2.099911 0.790649
C -0.725208 2.127743 1.701628
C -1.692429 0.907637 0.103824
C 1.488957 -1.266296 -1.566540
C -0.068666 -1.248436 -1.457971
C 1.624480 -1.044860 -0.052808
C 0.061721 -0.910293 0.026833
N -0.084601 0.932295 1.575093
N -0.645924 0.237519 0.557504
H -2.575227 2.885526 0.625458
H -0.339622 2.886368 2.417480
H -2.398590 0.637924 -0.681050
H 1.671004 -2.286533 -1.879692
H 2.094112 -0.623925 -2.109493
H -0.294976 -0.446823 -2.153161
H -0.711150 -2.046179 -1.686538
H 1.941843 -1.760580 0.567826
H 2.092626 -0.037161 0.202127
H -0.295142 -1.666081 0.839509
H 0.661724 0.622243 2.179320

Cartesian forces, eV/Å:
0.4 1.5 1.1
-0.5 -0.4 -0.1
-0.8 0.8 -0.3
-1.0 -4.0 1.7
1.1 3.0 -0.4
-1.8 5.5 -1.6
-0.8 -2.9 2.4
-0.9 1.9 -0.4
1.2 0.7 0.1
0.9 -0.9 0.2
-0.6 -0.8 -0.6
0.8 -0.6 0.1
1.1 -0.2 0.1
0.2 1.5 -1.5
-1.1 0.6 0.5
-0.2 -1.5 -0.4
1.5 -2.8 2.1
-0.1 -1.4 -0.3
0.4 0.2 -2.1
0.2 -0.5 -0.5

The value obtained for the HOMO-LUMO gap is 10.533 eV. The value obtained for the total energy is -382.5067 a.u. The calculation puts the lowest unoccupied orbital energy at -3.61 eV. The net charge is +1.



Record 5
An isolated ion of composition C7H11N2O and charge +1, computed with ωB97M-V/def2-TZVPD.

Atoms and positions in Å:
C 0.154424 -1.336565 -1.317824
C 1.342569 -1.293713 1.062370
C 1.891132 -0.486786 -0.087914
C -1.157022 -0.621931 -1.207032
C -0.728909 -1.238532 1.239011
C 3.155076 0.333242 -0.017361
C -1.677792 0.992327 0.616905
N 1.162954 -0.560015 -1.188536
N -1.509133 -0.436841 0.301311
O 0.289614 -2.093642 0.589318
H 0.188144 -2.313850 -1.792824
H -1.049642 0.356389 -1.713227
H -2.027503 -1.132469 -1.677498
H -0.812471 -1.381366 2.294776
H 3.108524 1.189499 0.736575
H 3.272830 0.702759 -1.026729
H 4.100252 -0.233785 0.415761
H -0.999048 1.656190 0.112666
H -2.539119 1.317825 0.221588
H -1.762432 1.079962 1.624781
H -2.395385 -0.813479 0.362440

Cartesian forces, eV/Å:
-1.9 -0.9 -0.4
-1.7 0.3 0.5
-0.6 0.2 -0.7
-0.9 -0.3 -0.5
5.0 -0.6 -1.5
0.9 -0.2 1.8
2.1 -0.3 -1.0
2.9 0.5 1.9
2.0 0.6 -1.1
-1.1 0.5 -0.1
0.3 0.1 0.0
-0.2 -0.4 0.7
0.7 0.1 0.4
-0.8 0.3 0.2
-0.5 -1.0 -1.1
0.7 0.2 0.0
-2.1 0.7 -1.3
1.2 -0.2 0.4
-3.7 0.7 -1.5
0.3 0.6 3.0
-2.6 -1.0 0.1

The value obtained for the HOMO-LUMO gap (alpha / beta) is 7.183 / 7.515 eV. The value obtained for the total energy is -457.5257 a.u. The calculation puts the lowest unoccupied orbital energy (alpha / beta) at -4.71 / -4.58 eV. The net charge is +1.



Record 6
An isolated ion of composition C7H11N2O and charge +1, computed with ωB97M-V/def2-TZVPD.

Atoms and positions in Å:
C -1.819439 0.865300 -0.175711
C -2.711681 -0.069153 0.018759
C 0.716088 1.358745 1.214158
C 1.205291 0.562741 -0.965135
C 0.758587 -0.113658 1.157946
C 0.404196 1.710657 -0.276847
C 1.206229 -1.851574 -0.483552
N -0.927420 1.472329 -0.688272
N 1.050390 -0.531215 -0.051123
O -2.315098 -1.417069 -0.229506
H -3.804744 0.277978 0.111299
H -0.238740 1.646276 1.834524
H 1.640320 1.692402 1.797442
H 0.608880 0.231443 -1.870841
H 2.336544 0.964760 -1.135535
H 0.677314 -0.754927 2.033255
H 0.679590 2.748504 -0.681995
H 0.221935 -2.180333 -0.797599
H 1.903546 -2.039798 -1.330067
H 1.421193 -2.515229 0.341397
H -3.012981 -2.058170 0.177403

Cartesian forces, eV/Å:
-0.8 -1.8 0.5
-2.3 -0.1 0.1
-2.3 0.8 1.8
0.5 2.0 -2.2
0.9 -0.5 -1.4
1.9 1.3 -0.2
-0.4 -2.7 -0.8
0.9 1.1 -1.2
0.7 1.8 3.2
-2.2 -0.3 1.2
1.8 -1.1 0.3
1.9 -0.3 -0.7
-1.1 0.1 -1.2
1.4 0.7 0.4
-2.6 -1.6 0.2
-0.1 -0.2 -0.4
0.0 -1.6 1.0
-0.3 -0.1 -0.5
-0.3 0.7 0.8
0.5 0.0 0.3
1.8 1.9 -1.0

The value obtained for the HOMO-LUMO gap is 7.371 eV. The value obtained for the total energy is -457.7082 a.u. The calculation puts the lowest unoccupied orbital energy at -4.43 eV. The net charge is +1.



Record 7
The molecule C7H11N2O2P, computed with ωB97M-V/def2-TZVPD.

Atoms and positions in Å:
C 2.811967 0.378934 -1.227045
C 2.732578 -0.747904 -0.338300
C 1.564179 0.981162 -1.107356
C -2.218775 -2.531650 0.174197
C -0.413899 2.900923 0.866732
C -0.856593 -1.993650 0.385073
C -0.375129 0.354814 0.340268
N 1.593846 -0.853720 0.211386
N 0.868980 0.202855 -0.176586
O -2.711684 1.660238 -0.079780
O -1.024116 -0.654136 0.796296
P -1.267938 1.792306 -0.320015
H 3.555327 0.537777 -1.973444
H 3.500613 -1.470481 -0.242072
H 1.267618 1.903898 -1.490225
H -2.690531 -1.828997 -0.639505
H -2.225871 -3.481975 -0.113619
H -2.879506 -2.503302 1.166132
H 0.596624 2.650086 0.892780
H -0.757267 3.162065 1.867719
H -0.451537 3.826662 0.309298
H -0.327522 -1.970543 -0.534933
H -0.291366 -2.315362 1.232998

Cartesian forces, eV/Å:
-2.1 -0.2 0.6
1.6 0.9 -2.1
2.4 -1.8 1.0
-2.8 4.8 1.9
-1.1 1.8 -0.7
0.0 -0.1 0.8
-1.3 0.5 -1.1
-0.8 -0.8 1.7
1.1 0.1 -0.9
-1.6 0.0 0.1
-0.6 2.1 0.3
0.5 -0.1 1.0
0.4 0.5 0.0
0.4 -0.7 0.4
-1.0 0.9 -0.6
0.5 -1.5 1.6
0.1 -4.0 -1.5
1.4 0.3 -2.1
1.9 -0.5 0.2
-0.4 -0.7 0.0
0.1 0.7 0.1
0.8 -0.5 -0.6
0.5 -1.6 0.0

The value obtained for the HOMO-LUMO gap (alpha / beta) is 6.990 / 6.994 eV. The value obtained for the total energy is -874.5485 a.u. The calculation puts the lowest unoccupied orbital energy (alpha / beta) at -0.68 / -0.68 eV. The net charge is 0.



Record 8
An isolated ion of composition C7H11N2OS and charge +1, computed with ωB97M-V/def2-TZVPD.

Atoms and positions in Å:
C -2.653641 -1.077865 -0.019122
C -2.201797 -0.097466 -0.845580
C -0.281672 -0.782547 0.438965
C 1.011842 1.560594 -0.373382
C 0.024507 0.950142 -1.420029
C 1.805758 0.571290 0.376151
C 1.581465 -1.402338 1.710433
N -0.866161 0.089913 -0.803518
N 0.915650 -0.501941 0.892562
O -2.931425 0.563992 -1.767536
S -1.442642 -1.765131 1.016951
H -3.595225 -1.275218 0.439174
H 1.732558 2.280010 -0.961436
H 0.482073 2.240186 0.406209
H -0.381870 1.861351 -1.922622
H 0.527988 0.261782 -2.205593
H 2.518245 0.014496 -0.211621
H 2.319574 1.131216 1.106041
H 2.638202 -1.637960 1.311554
H 1.612986 -1.046965 2.800462
H 1.005208 -2.331541 1.738509
H -3.821624 0.394000 -1.706570

Cartesian forces, eV/Å:
0.0 -0.1 0.7
-1.4 -0.9 -0.3
-0.6 4.5 -4.2
0.0 2.7 -1.3
2.6 1.3 -2.1
-1.1 -1.1 -1.4
1.7 -2.1 2.8
0.5 -3.3 5.5
0.2 1.4 -1.2
4.5 1.0 0.2
-0.7 -0.6 0.3
-0.9 0.0 -0.8
-1.3 -1.4 1.2
0.4 -1.1 -1.5
-0.5 -1.2 0.2
-0.1 1.7 1.0
0.5 0.2 -0.5
0.5 -0.1 1.6
-1.6 0.4 0.7
0.3 -0.3 -1.5
0.4 -0.2 0.0
-3.4 -0.8 0.4

The value obtained for the HOMO-LUMO gap is 8.570 eV. The value obtained for the total energy is -855.9602 a.u. The calculation puts the lowest unoccupied orbital energy at -3.53 eV. The net charge is +1.



Record 9
An isolated ion of composition C7H11N2S and charge +1, computed with ωB97M-V/def2-TZVPD.

Atoms and positions in Å:
C 0.375486 1.538505 -2.136072
C 1.471184 0.717268 -1.549444
C -1.034304 -0.157760 1.588862
C -0.239287 1.098667 1.632281
C -0.352277 -1.282755 0.846923
C -0.899256 -1.574959 -0.590234
C 0.772697 -1.782918 1.198402
N -0.157581 2.643963 -1.859566
N 0.790466 1.257700 0.909688
S 1.778760 0.372796 0.014767
H -0.063561 1.027561 -3.084762
H 2.250265 0.564759 -2.370915
H -1.101434 -0.473553 2.674746
H -2.022616 0.134863 1.227599
H -0.630266 2.044921 2.084042
H -1.812492 -1.075686 -0.713977
H -1.260580 -2.642252 -0.532003
H -0.143206 -1.296917 -1.370088
H 1.119425 -2.729850 0.835497
H 1.097363 -1.574165 2.243239
H 0.061211 3.189810 -1.048986

Cartesian forces, eV/Å:
-1.6 -0.8 -1.5
1.0 1.0 -0.1
0.4 -0.6 2.0
-0.1 0.3 -1.6
-3.6 2.3 -3.7
0.6 -1.6 1.9
2.1 -2.0 3.9
-0.5 -0.5 -0.5
0.3 1.5 0.4
0.5 0.0 -1.5
1.0 0.8 1.4
-0.7 -0.6 1.7
-0.4 0.3 -0.9
-0.1 -0.4 0.1
0.4 -1.1 0.2
-1.1 1.2 -0.5
1.0 0.7 -0.8
-0.8 -0.7 0.6
0.6 0.0 -0.8
0.2 0.0 -0.8
0.8 0.0 0.7

The value obtained for the HOMO-LUMO gap is 8.281 eV. The value obtained for the total energy is -780.6081 a.u. The calculation puts the lowest unoccupied orbital energy at -5.48 eV. The net charge is +1.



Record 10
An isolated ion of composition C7H11N2S and charge +1, computed with ωB97M-V/def2-TZVPD.

Atoms and positions in Å:
C 2.580272 1.278702 0.463224
C 3.370429 0.246818 -0.057958
C 1.092729 -0.355415 0.023170
C -1.382190 -0.539088 -1.326416
C -1.809999 0.890355 -0.891557
C -0.672249 -0.577098 0.056358
C -0.988619 -1.677965 1.099624
N 1.350712 0.823656 0.464481
N -1.132767 0.745856 0.447692
S 2.490253 -1.145861 -0.527581
H 2.731236 2.317167 0.783346
H 4.376770 0.409155 -0.353631
H -2.271974 -1.166464 -1.194212
H -0.963718 -0.889426 -2.309939
H -1.304372 1.720489 -1.503162
H -2.927290 1.044590 -0.965745
H -2.090660 -1.711613 1.167017
H -0.595455 -1.361022 1.988381
H -0.577213 -2.576210 0.779564
H 0.548485 1.587954 0.673671
H -1.824385 0.935422 1.183664

Cartesian forces, eV/Å:
3.2 -1.6 -1.1
0.3 2.3 0.3
-4.0 -1.2 -0.5
-0.6 -0.6 0.8
0.5 1.7 -2.4
2.4 -0.8 1.2
-1.8 1.9 -2.9
-3.4 3.5 1.2
-2.0 0.7 -1.5
-0.6 1.1 0.8
0.6 -0.8 -0.3
0.8 -0.4 0.1
0.2 -0.1 -0.1
0.1 1.0 1.1
-0.8 -1.1 0.8
1.3 0.0 0.6
0.5 -0.3 0.1
1.0 0.5 2.5
0.6 -1.8 -0.3
1.0 -3.0 -0.4
0.8 -1.0 0.1

The value obtained for the HOMO-LUMO gap is 10.065 eV. The value obtained for the total energy is -780.7032 a.u. The calculation puts the lowest unoccupied orbital energy at -3.60 eV. The net charge is +1.